C5H7NO | the ωB97M-V functional and the def2-TZVPD basis

Output
Multiplicity   1
Kohn-Sham gap   8.38 eV
ΔE to the lowest compared entry with this formula, charge and spin   99.4 kcal per mole
DFT total energy   -8831.8941 eV
Highest occupied orbital energy   -0.278 Eh

Positions of all 14 atoms, in Å:
1 C 0.046 -2.290 0.458
2 C 0.130 -1.030 0.073
3 C 1.406 0.176 0.202
4 O 2.261 0.630 -0.509
5 C -0.362 -0.164 -0.929
6 C -0.667 1.163 -0.733
7 N -1.123 1.689 0.451
8 H -0.791 -2.913 0.160
9 H 0.672 -2.670 1.256
10 H 1.412 0.244 1.297
11 H -0.222 -0.500 -1.947
12 H -0.830 1.779 -1.606
13 H -1.101 2.691 0.544
14 H -0.831 1.195 1.282

***

C5H7NO | the ωB97M-V functional and the def2-TZVPD basis

Output
Multiplicity   1
Kohn-Sham gap   10.10 eV
ΔE to the lowest compared entry with this formula, charge and spin   52.2 kcal per mole
DFT total energy   -8833.9396 eV
Highest occupied orbital energy   -0.335 Eh

Positions of all 14 atoms, in Å:
1 C -0.929 0.936 -0.209
2 C 0.153 1.437 0.369
3 O 0.916 0.607 1.183
4 C 1.599 -0.226 0.243
5 N 0.919 -1.336 -0.361
6 C -0.348 -1.387 -0.451
7 C -1.357 -0.455 0.195
8 H -1.425 1.430 -1.042
9 H 0.616 2.398 0.140
10 H 1.768 0.422 -0.633
11 H 2.564 -0.528 0.658
12 H -0.743 -2.068 -1.211
13 H -1.372 -0.546 1.292
14 H -2.361 -0.685 -0.172

***

C5H7NO | the ωB97M-V functional and the def2-TZVPD basis

Output
Multiplicity   1
Kohn-Sham gap   10.40 eV
ΔE to the lowest compared entry with this formula, charge and spin   47.5 kcal per mole
DFT total energy   -8834.1419 eV
Highest occupied orbital energy   -0.347 Eh

Positions of all 14 atoms, in Å:
1 C 0.930 -1.496 0.736
2 C 0.347 -0.211 0.250
3 N 0.283 0.975 1.113
4 C -0.937 0.531 0.499
5 C -1.053 0.951 -0.973
6 C 0.289 0.217 -1.194
7 O 1.021 0.025 -2.128
8 H 0.490 -2.350 0.211
9 H 0.769 -1.605 1.810
10 H 2.005 -1.494 0.534
11 H 0.629 1.831 0.686
12 H -1.765 0.198 1.118
13 H -1.080 1.997 -1.303
14 H -1.930 0.431 -1.358

***

C5H7NO | the ωB97M-V functional and the def2-TZVPD basis

Output
Multiplicity   1
Kohn-Sham gap   8.62 eV
ΔE to the lowest compared entry with this formula, charge and spin   60.2 kcal per mole
DFT total energy   -8833.5912 eV
Highest occupied orbital energy   -0.284 Eh

Positions of all 14 atoms, in Å:
1 C 2.113 0.000 -0.166
2 C 1.014 -0.092 0.853
3 C -0.051 -0.926 0.576
4 C -1.083 -0.081 0.088
5 N -2.226 -0.463 -0.608
6 C -0.624 1.200 0.247
7 O 0.562 1.208 0.882
8 H 1.455 0.471 -0.947
9 H 2.501 -0.951 -0.528
10 H 2.897 0.719 0.070
11 H -0.006 -2.008 0.494
12 H -2.502 -1.422 -0.468
13 H -2.996 0.182 -0.521
14 H -1.052 2.163 0.029

***

C5H7NO | the ωB97M-V functional and the def2-TZVPD basis

Output
Multiplicity   1
Kohn-Sham gap   10.63 eV
ΔE to the lowest compared entry with this formula, charge and spin   62.1 kcal per mole
DFT total energy   -8833.5114 eV
Highest occupied orbital energy   -0.353 Eh

Positions of all 14 atoms, in Å:
1 O 0.406 1.630 -1.098
2 C 0.595 1.050 -0.045
3 C 1.474 -0.172 0.074
4 C 0.570 -1.354 -0.187
5 C -0.739 -1.136 -0.264
6 C -1.325 0.235 -0.002
7 N -0.218 1.217 1.066
8 H 1.943 -0.259 1.059
9 H 2.229 -0.079 -0.705
10 H 1.006 -2.346 -0.306
11 H -1.441 -1.933 -0.528
12 H -2.080 0.274 0.744
13 H -1.668 0.677 -0.970
14 H -0.563 2.189 1.062

***

C5H7NO | the ωB97M-V functional and the def2-TZVPD basis

Output
Multiplicity   1
Kohn-Sham gap   8.96 eV
ΔE to the lowest compared entry with this formula, charge and spin   96.7 kcal per mole
DFT total energy   -8832.0083 eV
Highest occupied orbital energy   -0.292 Eh

Positions of all 14 atoms, in Å:
1 C -1.040 -1.439 -0.174
2 C -0.236 -0.374 0.556
3 C 0.127 0.979 -0.077
4 N -0.567 2.167 -0.187
5 C 1.342 0.511 -0.431
6 C 1.156 -0.735 0.377
7 O 0.588 -0.547 1.703
8 H -1.975 -1.057 -0.562
9 H -0.451 -1.779 -1.044
10 H -1.205 -2.312 0.457
11 H -0.005 2.943 -0.519
12 H -1.145 2.428 0.604
13 H 2.145 0.836 -1.077
14 H 1.456 -1.756 0.169

***

> Among the records above, which one has the highest ΔE to the lowest compared entry with this formula, charge and spin?

number 1

***

> Which formula does entry 3 have?

C5H7NO

***

Copy entry 2 word for word.
C5H7NO | the ωB97M-V functional and the def2-TZVPD basis

Output
Multiplicity   1
Kohn-Sham gap   10.10 eV
ΔE to the lowest compared entry with this formula, charge and spin   52.2 kcal per mole
DFT total energy   -8833.9396 eV
Highest occupied orbital energy   -0.335 Eh

Positions of all 14 atoms, in Å:
1 C -0.929 0.936 -0.209
2 C 0.153 1.437 0.369
3 O 0.916 0.607 1.183
4 C 1.599 -0.226 0.243
5 N 0.919 -1.336 -0.361
6 C -0.348 -1.387 -0.451
7 C -1.357 -0.455 0.195
8 H -1.425 1.430 -1.042
9 H 0.616 2.398 0.140
10 H 1.768 0.422 -0.633
11 H 2.564 -0.528 0.658
12 H -0.743 -2.068 -1.211
13 H -1.372 -0.546 1.292
14 H -2.361 -0.685 -0.172